1.
{"formula": "C22H36N2O5PPtS4SbSi", "method": "ωB97M-V/def2-TZVPD", "elements": ["Pt", "O", "N", "C", "C", "C", "C", "C", "S", "H", "H", "H", "H", "S", "Sb", "S", "S", "C", "Si", "C", "C", "N", "C", "C", "C", "C", "C", "C", "H", "H", "H", "H", "H", "H", "H", "H", "H", "H", "H", "H", "H", "H", "C", "C", "C", "C", "O", "P", "O", "O", "O", "C", "C", "C", "C", "H", "H", "H", "H", "H", "H", "H", "H", "H", "H", "H", "H", "H", "H", "H", "H", "H", "H"], "xyz": [[-0.158, -1.554, -0.480], [2.225, -1.392, 0.236], [3.026, -0.551, -0.373], [4.358, -0.682, -0.161], [5.272, 0.155, -0.741], [4.807, 1.175, -1.571], [3.457, 1.292, -1.793], [2.525, 0.413, -1.207], [0.844, 0.574, -1.470], [4.618, -1.489, 0.506], [6.326, 0.006, -0.547], [5.502, 1.865, -2.037], [3.056, 2.071, -2.427], [1.624, -6.235, 1.714], [1.627, -3.951, 1.175], [-0.527, -3.129, 1.712], [0.678, -3.818, -1.047], [0.449, -1.969, -4.007], [-1.281, -1.366, -3.685], [-1.474, 0.440, -4.150], [-2.359, -2.415, -4.829], [-1.767, -1.605, -1.989], [-3.055, -1.677, -1.581], [-3.390, -2.063, -0.255], [-4.705, -2.161, 0.146], [-5.740, -1.858, -0.737], [-5.442, -1.431, -2.033], [-4.137, -1.341, -2.452], [0.773, -1.637, -5.001], [0.487, -3.063, -3.978], [1.156, -1.589, -3.271], [-2.062, 0.535, -5.069], [-0.494, 0.896, -4.303], [-1.977, 1.007, -3.359], [-1.756, -2.756, -5.677], [-3.216, -1.868, -5.231], [-2.738, -3.303, -4.309], [-2.592, -2.293, 0.435], [-4.923, -2.472, 1.160], [-6.771, -1.945, -0.418], [-6.243, -1.163, -2.712], [-3.921, -0.984, -3.448], [-1.362, 3.154, 0.339], [-0.114, 3.282, 1.213], [-0.426, 4.114, 2.456], [1.013, 3.922, 0.418], [0.407, 1.992, 1.599], [-0.531, 0.756, 2.090], [-1.532, 1.218, 3.080], [-1.040, 0.040, 0.858], [0.625, -0.174, 2.686], [1.469, 0.008, 3.832], [1.173, 1.261, 4.656], [2.892, 0.069, 3.283], [1.274, -1.228, 4.697], [-1.687, 4.148, 0.017], [-2.169, 2.676, 0.900], [-1.145, 2.544, -0.539], [-0.818, 5.091, 2.161], [0.482, 4.268, 3.045], [-1.162, 3.592, 3.069], [0.753, 4.952, 0.159], [1.195, 3.355, -0.498], [1.930, 3.929, 1.013], [1.347, 2.161, 4.066], [1.834, 1.272, 5.526], [0.134, 1.267, 4.985], [2.954, 0.874, 2.546], [3.142, -0.871, 2.785], [3.611, 0.254, 4.087], [0.252, -1.254, 5.082], [1.975, -1.212, 5.536], [1.441, -2.135, 4.112]], "multiplicity": 6, "gap_ev": [6.67, 5.16], "total_charge": -1, "homo_energy_ev": [-4.31, -4.79]}

2.
{"formula": "C47H64N8RuS", "method": "ωB97M-V/def2-TZVPD", "elements": ["Ru", "C", "C", "C", "C", "C", "C", "C", "C", "C", "C", "C", "C", "N", "C", "C", "N", "C", "C", "C", "C", "C", "C", "C", "C", "C", "C", "C", "C", "C", "C", "C", "C", "C", "C", "C", "C", "C", "C", "H", "H", "H", "H", "H", "H", "H", "H", "H", "H", "H", "H", "H", "H", "H", "H", "H", "H", "H", "H", "H", "H", "H", "H", "H", "H", "H", "H", "H", "H", "H", "H", "H", "H", "H", "H", "H", "H", "H", "H", "N", "C", "N", "N", "C", "N", "H", "H", "H", "H", "C", "C", "C", "C", "N", "C", "S", "N", "C", "C", "C", "C", "H", "H", "H", "H", "H", "H", "H", "H", "H", "H", "H", "H", "H", "H", "H", "H", "H", "H", "H", "H"], "xyz": [[0.898, -0.290, 0.342], [0.878, -3.755, -0.372], [-0.170, -3.734, 0.740], [-0.173, -5.065, 1.491], [-1.509, -3.373, 0.137], [-2.327, -4.356, -0.416], [-3.524, -4.027, -1.025], [-3.926, -2.701, -1.100], [-3.157, -1.684, -0.550], [-3.579, -0.232, -0.698], [-2.830, 0.390, -1.878], [-5.085, -0.045, -0.855], [-1.954, -2.055, 0.072], [-1.179, -0.997, 0.677], [-1.633, -0.492, 1.764], [-1.046, 0.821, 2.258], [0.002, 1.279, 1.692], [0.332, 2.657, 1.956], [-0.442, 3.617, 1.294], [-0.219, 4.954, 1.604], [0.751, 5.323, 2.519], [1.534, 4.350, 3.116], [1.351, 2.996, 2.849], [2.298, 2.019, 3.523], [3.461, 1.696, 2.583], [1.675, 0.753, 4.116], [-1.461, 3.268, 0.222], [-2.882, 3.676, 0.609], [-1.054, 3.905, -1.110], [-1.921, 1.301, 3.328], [-1.940, 2.415, 4.130], [-2.927, 2.497, 5.139], [-3.854, 1.501, 5.336], [-3.854, 0.342, 4.520], [-4.741, -0.760, 4.607], [-4.625, -1.824, 3.745], [-3.636, -1.867, 2.735], [-2.766, -0.811, 2.633], [-2.880, 0.280, 3.528], [1.853, -4.066, 0.005], [0.995, -2.771, -0.844], [0.572, -4.450, -1.158], [0.101, -2.957, 1.465], [-0.229, -5.914, 0.808], [-1.010, -5.135, 2.186], [0.750, -5.172, 2.061], [-2.022, -5.391, -0.365], [-4.147, -4.804, -1.445], [-4.860, -2.458, -1.587], [-3.290, 0.321, 0.200], [-3.036, -0.173, -2.789], [-1.746, 0.385, -1.717], [-3.145, 1.423, -2.037], [-5.435, -0.368, -1.837], [-5.337, 1.011, -0.755], [-5.642, -0.598, -0.098], [-0.813, 5.718, 1.118], [0.909, 6.366, 2.755], [2.304, 4.639, 3.821], [2.721, 2.571, 4.366], [3.111, 1.176, 1.685], [4.192, 1.059, 3.087], [3.966, 2.607, 2.259], [1.482, -0.012, 3.362], [0.740, 0.968, 4.635], [2.359, 0.315, 4.844], [-1.454, 2.186, 0.068], [-2.968, 4.759, 0.709], [-3.188, 3.230, 1.556], [-3.588, 3.361, -0.161], [-1.046, 4.994, -1.048], [-1.755, 3.624, -1.900], [-0.047, 3.587, -1.388], [-1.233, 3.223, 4.002], [-2.950, 3.372, 5.772], [-4.591, 1.601, 6.122], [-5.515, -0.763, 5.363], [-5.312, -2.653, 3.834], [-3.586, -2.717, 2.068], [5.984, -0.981, 1.341], [5.633, -1.873, 2.276], [6.571, -2.435, 3.031], [4.375, -2.247, 2.504], [3.398, -1.769, 1.831], [2.441, -1.405, 1.274], [6.940, -0.698, 1.211], [5.279, -0.520, 0.791], [7.550, -2.234, 2.922], [6.287, -3.118, 3.713], [-2.170, -1.049, -6.984], [-1.006, -0.082, -6.822], [-0.685, 0.183, -5.356], [0.488, 1.137, -5.191], [0.822, 1.404, -3.792], [1.509, 0.604, -2.985], [1.780, 1.185, -1.359], [2.046, -0.509, -3.467], [2.910, -1.463, -2.769], [4.296, -1.527, -3.397], [5.114, -0.250, -3.212], [5.493, 0.017, -1.759], [-2.397, -1.226, -8.033], [-3.073, -0.655, -6.513], [-1.948, -2.014, -6.525], [-1.239, 0.864, -7.317], [-0.120, -0.480, -7.325], [-0.476, -0.763, -4.844], [-1.554, 0.616, -4.857], [0.265, 2.102, -5.645], [1.381, 0.773, -5.709], [0.407, 2.207, -3.343], [1.929, -0.678, -4.456], [2.418, -2.436, -2.801], [2.968, -1.150, -1.728], [4.201, -1.770, -4.459], [4.823, -2.370, -2.944], [4.566, 0.607, -3.614], [6.023, -0.331, -3.810], [4.609, 0.191, -1.140], [6.122, 0.903, -1.678], [6.048, -0.827, -1.344]], "multiplicity": 5, "gap_ev": [7.23, 6.74], "total_charge": 2, "homo_energy_ev": [-12.80, -12.93]}

3.
{"formula": "C9H9F3N2", "method": "ωB97M-V/def2-TZVPD", "elements": ["C", "C", "C", "C", "C", "C", "C", "N", "C", "N", "C", "F", "F", "F", "H", "H", "H", "H", "H", "H", "H", "H", "H"], "xyz": [[-2.437, -0.619, -2.346], [-1.293, -0.602, -1.954], [0.027, -0.648, -1.277], [1.150, -0.116, -2.145], [-0.176, 0.008, 0.124], [-1.228, -0.061, 1.027], [-0.874, 0.756, 2.032], [0.378, 1.174, 1.735], [1.053, 2.086, 2.609], [0.820, 0.726, 0.577], [0.390, -2.139, -0.867], [0.641, -2.776, -2.015], [1.519, -2.302, -0.145], [-0.561, -2.697, -0.158], [-3.450, -0.576, -2.568], [0.786, -0.125, -3.083], [1.274, 0.894, -1.804], [1.985, -0.698, -2.006], [-2.189, -0.601, 0.913], [-1.449, 1.065, 2.884], [1.321, 3.088, 1.980], [0.306, 2.338, 3.509], [2.007, 1.826, 2.978]], "gap_ev": 10.18, "total_charge": 0, "smiles": "C#C[C@@](C)(c1ccn(C)n1)C(F)(F)F", "homo_energy_ev": -9.37}

4.
{"formula": "C40H44FeN3OP2S2", "method": "ωB97M-V/def2-TZVPD", "elements": ["Fe", "C", "S", "C", "C", "C", "N", "P", "C", "C", "C", "C", "C", "C", "C", "C", "C", "C", "C", "C", "P", "C", "C", "C", "C", "C", "C", "C", "C", "C", "C", "C", "C", "H", "H", "H", "H", "H", "H", "H", "H", "H", "H", "H", "H", "H", "H", "H", "H", "H", "H", "H", "H", "H", "H", "H", "H", "H", "H", "H", "H", "H", "C", "C", "N", "C", "C", "C", "S", "N", "C", "O", "C", "C", "C", "C", "C", "C", "H", "H", "H", "H", "H", "H", "H", "H", "H", "H", "H", "H", "H", "H", "H"], "xyz": [[-0.238, -0.024, -0.092], [-4.835, 3.222, 6.324], [-3.590, 4.504, 6.036], [-2.214, 3.482, 5.444], [-2.428, 2.957, 4.031], [-1.190, 2.211, 3.533], [-1.367, 1.704, 2.154], [-0.236, 2.251, 0.931], [-0.107, 4.043, 1.283], [1.114, 4.611, 1.629], [1.194, 5.972, 1.891], [0.057, 6.760, 1.812], [-1.163, 6.194, 1.458], [-1.247, 4.841, 1.187], [-1.245, 2.326, -0.613], [-2.537, 1.831, -0.793], [-3.152, 1.920, -2.037], [-2.482, 2.491, -3.104], [-1.198, 2.997, -2.932], [-0.582, 2.907, -1.700], [-1.741, 0.039, 1.915], [-3.213, -0.229, 2.958], [-4.457, -0.232, 2.329], [-5.615, -0.449, 3.060], [-5.535, -0.676, 4.425], [-4.298, -0.685, 5.056], [-3.139, -0.470, 4.329], [-0.472, -0.944, 2.806], [-0.763, -2.274, 3.121], [0.225, -3.110, 3.613], [1.517, -2.636, 3.787], [1.820, -1.322, 3.466], [0.835, -0.481, 2.968], [-5.672, 3.717, 6.811], [-4.433, 2.455, 6.985], [-5.168, 2.782, 5.386], [-2.061, 2.666, 6.155], [-1.343, 4.139, 5.479], [-2.634, 3.796, 3.369], [-3.286, 2.283, 4.002], [-0.966, 1.382, 4.209], [-0.333, 2.888, 3.563], [2.003, 3.995, 1.700], [2.142, 6.420, 2.156], [0.117, 7.819, 2.026], [-2.048, 6.814, 1.390], [-2.191, 4.393, 0.902], [-3.089, 1.435, 0.048], [-4.159, 1.545, -2.166], [-2.960, 2.547, -4.073], [-0.681, 3.459, -3.763], [0.418, 3.303, -1.559], [-4.523, -0.063, 1.260], [-6.578, -0.449, 2.566], [-6.435, -0.859, 4.998], [-4.235, -0.870, 6.121], [-2.182, -0.490, 4.833], [-1.768, -2.652, 2.979], [-0.015, -4.136, 3.861], [2.289, -3.288, 4.173], [2.826, -0.946, 3.602], [1.087, 0.545, 2.736], [3.733, -4.250, -2.721], [2.268, -4.275, -3.146], [1.343, -3.916, -2.065], [0.618, -4.997, -1.401], [1.354, -5.564, -0.190], [1.205, -2.632, -1.721], [0.189, -2.286, -0.337], [1.907, -1.752, -2.414], [1.790, -0.429, -2.392], [0.923, 0.244, -1.771], [2.783, 0.309, -3.215], [3.605, -0.351, -4.125], [4.520, 0.366, -4.879], [4.623, 1.742, -4.727], [3.804, 2.405, -3.825], [2.884, 1.692, -3.075], [4.357, -4.524, -3.573], [3.920, -4.959, -1.915], [4.018, -3.254, -2.386], [2.004, -5.278, -3.478], [2.113, -3.588, -3.976], [0.458, -5.782, -2.138], [-0.358, -4.626, -1.093], [2.309, -6.003, -0.477], [0.742, -6.341, 0.269], [1.532, -4.778, 0.544], [3.517, -1.421, -4.237], [5.156, -0.151, -5.586], [5.346, 2.297, -5.312], [3.888, 3.477, -3.704], [2.238, 2.193, -2.367]], "multiplicity": 5, "gap_ev": [7.76, 7.19], "total_charge": 1, "homo_energy_ev": [-10.41, -10.41]}

5.
{"formula": "C47H51N6O3PZr", "method": "ωB97M-V/def2-TZVPD", "elements": ["Zr", "N", "C", "C", "C", "C", "C", "C", "P", "C", "C", "C", "C", "C", "C", "C", "C", "C", "C", "C", "C", "H", "H", "H", "H", "H", "H", "H", "H", "H", "H", "H", "H", "H", "H", "H", "H", "O", "N", "N", "O", "C", "C", "C", "C", "C", "C", "H", "H", "H", "H", "H", "C", "C", "C", "C", "C", "C", "C", "C", "N", "C", "C", "C", "C", "N", "C", "C", "C", "C", "C", "C", "C", "C", "H", "H", "H", "H", "H", "H", "H", "H", "H", "H", "H", "H", "H", "H", "H", "H", "H", "H", "H", "H", "H", "H", "H", "H", "N", "C", "O", "C", "C", "H", "H", "H", "H", "H", "H"], "xyz": [[-0.636, -0.487, -0.142], [1.340, -0.030, 1.271], [2.316, -0.930, 1.880], [3.001, -0.479, 3.005], [3.978, -1.271, 3.580], [4.285, -2.509, 3.026], [3.588, -2.955, 1.922], [2.581, -2.178, 1.337], [1.543, -2.815, -0.006], [2.653, -3.046, -1.418], [2.136, -3.601, -2.588], [2.912, -3.696, -3.729], [4.215, -3.214, -3.722], [4.729, -2.638, -2.572], [3.956, -2.553, -1.423], [1.151, -4.473, 0.651], [1.173, -5.633, -0.112], [0.821, -6.854, 0.449], [0.454, -6.934, 1.781], [0.446, -5.781, 2.558], [0.783, -4.562, 1.997], [1.849, 0.507, 0.562], [1.085, 0.644, 1.994], [2.770, 0.493, 3.424], [4.508, -0.920, 4.455], [5.056, -3.125, 3.465], [3.805, -3.931, 1.508], [1.108, -3.947, -2.626], [2.498, -4.139, -4.624], [4.824, -3.287, -4.610], [5.740, -2.257, -2.561], [4.379, -2.107, -0.533], [1.488, -5.609, -1.146], [0.854, -7.747, -0.159], [0.200, -7.888, 2.220], [0.202, -5.840, 3.612], [0.797, -3.676, 2.620], [0.918, -0.084, -1.535], [0.936, -0.615, -2.708], [-0.024, -1.402, -2.872], [-0.897, -1.600, -1.906], [-0.232, -2.063, -4.129], [0.501, -1.649, -5.230], [0.296, -2.314, -6.427], [-0.621, -3.355, -6.509], [-1.341, -3.743, -5.390], [-1.151, -3.096, -4.176], [1.202, -0.835, -5.154], [0.853, -2.012, -7.302], [-0.775, -3.863, -7.449], [-2.055, -4.551, -5.456], [-1.702, -3.386, -3.294], [0.900, 3.205, 1.879], [0.189, 2.408, 2.938], [0.591, 2.518, 4.267], [-0.091, 1.855, 5.272], [-1.203, 1.092, 4.963], [-1.640, 0.944, 3.651], [-2.902, 0.193, 3.366], [-0.907, 1.584, 2.650], [-1.254, 1.429, 1.251], [-1.978, 2.344, 0.716], [-2.651, 3.451, 1.456], [-2.068, 2.351, -0.799], [-2.773, 3.489, -1.455], [-1.450, 1.417, -1.406], [-1.211, 1.569, -2.829], [-2.058, 1.017, -3.791], [-3.314, 0.271, -3.460], [-1.721, 1.219, -5.127], [-0.593, 1.934, -5.488], [0.218, 2.483, -4.510], [-0.082, 2.320, -3.163], [0.783, 2.961, -2.119], [1.917, 3.437, 2.189], [0.396, 4.157, 1.707], [0.950, 2.697, 0.913], [1.438, 3.146, 4.508], [0.228, 1.953, 6.300], [-1.760, 0.611, 5.755], [-3.389, -0.086, 4.297], [-2.712, -0.716, 2.800], [-3.607, 0.793, 2.791], [-2.530, 3.355, 2.533], [-3.714, 3.452, 1.213], [-2.258, 4.418, 1.139], [-3.808, 3.515, -1.111], [-2.761, 3.394, -2.539], [-2.323, 4.442, -1.178], [-3.945, 0.827, -2.764], [-3.096, -0.699, -3.013], [-3.893, 0.104, -4.366], [-2.367, 0.810, -5.891], [-0.352, 2.076, -6.531], [1.092, 3.055, -4.788], [1.684, 3.366, -2.574], [1.089, 2.248, -1.351], [0.272, 3.790, -1.626], [-2.364, -3.767, 1.959], [-2.184, -2.703, 1.202], [-1.109, -2.041, 1.290], [-3.204, -2.254, 0.209], [-2.938, -0.787, -0.123], [-1.600, -4.130, 2.511], [-3.208, -4.312, 1.881], [-4.209, -2.500, 0.576], [-3.044, -2.877, -0.681], [-3.381, -0.163, 0.659], [-3.441, -0.538, -1.055]], "gap_ev": 6.66, "total_charge": 2, "homo_energy_ev": -12.79}

6.
{"formula": "C9H37O9", "method": "ωB97M-V/def2-TZVPD", "elements": ["O", "H", "H", "H", "O", "H", "H", "O", "H", "H", "O", "H", "H", "O", "H", "H", "O", "H", "H", "C", "C", "C", "O", "H", "H", "H", "H", "H", "H", "H", "H", "C", "C", "C", "O", "H", "H", "H", "H", "H", "H", "H", "H", "C", "C", "C", "O", "H", "H", "H", "H", "H", "H", "H", "H"], "xyz": [[0.638, 0.354, 1.486], [0.869, -0.086, 0.665], [0.289, 1.246, 1.424], [1.349, 0.376, 2.131], [2.446, 1.058, -0.380], [2.347, 1.915, -0.796], [3.387, 0.883, -0.414], [0.749, -2.419, 2.984], [0.901, -1.886, 3.764], [1.225, -3.233, 3.153], [0.333, -1.708, -0.098], [-0.168, -2.236, -0.720], [0.261, -2.181, 0.730], [0.477, 2.876, 1.502], [-0.140, 3.596, 1.367], [1.340, 3.288, 1.454], [2.720, 0.079, 3.054], [3.626, 0.389, 3.051], [2.626, -0.379, 3.889], [-1.850, -0.824, -3.211], [-2.388, 0.157, -2.074], [-1.512, 1.381, -1.798], [-3.660, 0.641, -2.403], [-1.540, -0.442, -4.183], [-2.617, -1.588, -3.338], [-0.901, -1.256, -2.892], [-2.346, -0.363, -1.117], [-0.546, 0.971, -1.505], [-1.850, 1.918, -0.912], [-1.354, 1.913, -2.736], [-4.038, 1.032, -1.612], [1.480, -1.417, -3.146], [2.974, -1.288, -3.171], [3.432, -0.022, -3.813], [3.344, -1.506, -1.869], [1.019, -0.628, -2.551], [1.168, -2.370, -2.718], [1.124, -1.429, -4.176], [3.353, -2.166, -3.694], [4.506, -0.141, -3.958], [3.321, 0.839, -3.153], [3.004, 0.290, -4.765], [2.678, -1.181, -1.259], [-1.857, 1.408, 3.621], [-2.554, 0.500, 2.650], [-3.193, -0.823, 3.149], [-3.515, 1.437, 2.226], [-1.532, 2.355, 3.191], [-1.028, 0.799, 3.980], [-2.470, 1.522, 4.515], [-1.900, 0.342, 1.793], [-2.539, -1.187, 3.942], [-3.078, -1.578, 2.372], [-4.237, -0.805, 3.461], [-4.173, 1.575, 2.911]], "multiplicity": 2, "gap_ev": [2.98, 10.07], "total_charge": 0, "homo_energy_ev": [-2.92, -9.99]}

| no. | molecular weight (g/mol) |
| --- | --- |
| 1 | 912.7 |
| 2 | 874.2 |
| 3 | 202.2 |
| 4 | 764.7 |
| 5 | 870.2 |
| 6 | 289.4 |